Record 1
Formula: C25H47N3O2PdSb
Source: the Open Molecules 2025 dataset
Level of theory: ωB97M-V/def2-TZVPD

Summary:
- E_HOMO: -0.08597 hartree
- Frontier orbital gap: 4.4628 eV
- ΔE to the lowest compared entry with this formula, charge and spin: 10.4 kcal/mol

Geometry as ORCA input:
```
! RIJCOSX wB97M-V def2-TZVPD def2/J DEFGRID3
* xyz -1 1
Pd 0.75 0.35 -0.12
C 3.31 1.85 3.45
C 2.03 1.67 2.67
N 1.36 0.57 2.67
O 2.01 -0.44 3.47
C 1.53 2.81 1.92
C 1.91 4.21 2.34
N 0.75 2.59 0.88
O 0.29 3.61 0.25
H 3.85 0.91 3.55
H 3.10 2.23 4.45
H 3.95 2.57 2.94
H 1.29 -1.06 3.56
H 2.01 4.30 3.42
H 1.13 4.88 1.98
H 2.85 4.54 1.89
C 1.89 -3.95 -0.19
N 2.85 -2.83 -0.12
C 2.65 -2.04 1.14
C 2.77 -1.99 -1.40
C 3.53 -0.72 -1.28
C 4.88 -0.69 -1.63
C 5.60 0.48 -1.51
C 4.94 1.62 -1.04
C 3.60 1.57 -0.70
C 2.81 0.39 -0.79
H 2.06 -4.62 0.65
H 2.03 -4.48 -1.13
H 0.89 -3.53 -0.14
H 3.80 -3.20 -0.09
H 1.67 -1.55 1.05
H 3.40 -1.27 1.20
H 2.72 -2.74 1.97
H 1.71 -1.73 -1.50
H 3.12 -2.66 -2.19
H 5.37 -1.59 -2.02
H 6.65 0.52 -1.78
H 5.48 2.55 -0.95
H 3.12 2.48 -0.34
C -2.35 -2.81 0.57
C -2.46 -2.12 -0.79
C -1.50 -2.83 -1.74
C -3.89 -2.25 -1.32
Sb -1.65 -0.06 -0.48
C -2.96 0.73 1.13
C -4.41 0.29 1.15
C -2.86 2.26 1.04
C -2.27 0.32 2.43
C -2.39 1.00 -2.27
C -3.90 1.24 -2.36
C -1.96 0.16 -3.48
C -1.63 2.32 -2.29
H -2.53 -3.89 0.47
H -3.07 -2.42 1.30
H -1.35 -2.68 1.00
H -1.64 -3.92 -1.69
H -0.46 -2.58 -1.50
H -1.66 -2.53 -2.78
H -4.18 -3.31 -1.37
H -3.97 -1.84 -2.33
H -4.62 -1.73 -0.69
H -4.94 0.55 0.23
H -4.94 0.80 1.98
H -4.52 -0.78 1.32
H -3.42 2.66 0.19
H -1.83 2.61 0.95
H -3.29 2.70 1.95
H -2.31 -0.76 2.60
H -2.77 0.80 3.28
H -1.22 0.62 2.44
H -4.47 0.31 -2.39
H -4.12 1.80 -3.28
H -4.27 1.83 -1.52
H -2.55 -0.76 -3.56
H -0.90 -0.10 -3.42
H -2.12 0.74 -4.40
H -1.99 3.02 -1.54
H -1.74 2.79 -3.28
H -0.56 2.18 -2.09
*
```



Record 2
Formula: C2H4O2
Source: the Open Molecules 2025 dataset
Level of theory: ωB97M-V/def2-TZVPD

Summary:
- E_HOMO (alpha / beta): 0.01349 / -0.11195 hartree
- <S²>: 0.7529
- Frontier orbital gap (alpha / beta): 3.8807 / 7.2181 eV
- ΔE to the lowest compared entry with this formula, charge and spin: 2.2 kcal/mol

Geometry as ORCA input:
```
! RIJCOSX wB97M-V def2-TZVPD def2/J DEFGRID3
* xyz -1 2
O 0.46 -0.64 1.32
C 1.52 -0.05 1.72
H 2.54 -0.19 1.32
H 1.45 0.76 2.49
O -1.07 0.85 -1.95
C -1.05 -0.13 -1.25
H -1.52 -0.16 -0.25
H -0.52 -1.07 -1.54
*
```



Record 3
Formula: CaH12NO9
Source: the Open Molecules 2025 dataset
Level of theory: ωB97M-V/def2-TZVPD

Summary:
- E_HOMO: -0.42739 hartree
- Frontier orbital gap: 7.9682 eV
- ΔE to the lowest compared entry with this formula, charge and spin: 4.6 kcal/mol

Geometry as ORCA input:
```
! RIJCOSX wB97M-V def2-TZVPD def2/J DEFGRID3
* xyz 1 1
Ca 0.13 -0.02 0.14
N -2.75 -1.19 -1.18
O -3.64 -0.78 -0.44
O -2.92 -1.42 -2.36
O -1.55 -1.31 -0.68
O 0.38 0.46 -2.21
H -0.15 -0.11 -2.79
H 1.01 0.91 -2.77
O 0.49 1.11 2.30
H -0.25 1.52 2.77
H 1.25 1.67 2.51
O -1.65 1.59 0.14
H -2.49 1.58 0.63
H -1.77 2.25 -0.55
O 1.81 -1.55 -0.55
H 2.45 -1.99 0.02
H 2.03 -1.82 -1.45
O 0.15 -1.69 1.92
H -0.72 -1.53 2.31
H 0.54 -2.36 2.49
O 2.22 1.35 -0.03
H 2.58 2.05 0.53
H 2.84 1.28 -0.76
*
```



Record 4
Formula: C40H56F6N4O5S3
Source: the Open Molecules 2025 dataset
Level of theory: ωB97M-V/def2-TZVPD

Summary:
- E_HOMO: -0.29822 hartree
- Frontier orbital gap: 7.7962 eV
- Structure (SMILES): S=C(SCCCc1cc(S)c(CCCCCCCCCCCCn2cccc2)c2nccnc12)N1CCOCC1.CCOC(=O)C(F)(F)F.CCOC(=O)C(F)(F)F

Geometry as ORCA input:
```
! RIJCOSX wB97M-V def2-TZVPD def2/J DEFGRID3
* xyz 0 1
S -3.44 4.01 -0.07
C -3.96 2.49 -0.37
S -4.29 2.07 -2.05
C -3.64 0.37 -2.19
C -4.32 -0.36 -3.32
C -3.93 -1.85 -3.36
C -2.43 -1.98 -3.28
C -1.66 -1.65 -4.37
C -0.25 -1.69 -4.32
S 0.63 -1.23 -5.80
C 0.39 -2.05 -3.14
C 1.89 -2.04 -2.99
C 2.34 -0.81 -2.18
C 1.93 0.54 -2.80
C 1.40 1.55 -1.73
C 2.18 2.87 -1.66
C 2.70 3.22 -0.24
C 2.19 4.58 0.28
C 3.18 5.30 1.22
C 2.59 5.66 2.57
C 3.47 6.65 3.38
C 4.23 5.97 4.53
C 3.77 6.49 5.89
N 4.22 5.69 7.00
C 4.38 4.33 7.07
C 4.85 3.97 8.31
C 4.99 5.18 9.05
C 4.60 6.20 8.21
C -0.40 -2.42 -2.00
N 0.25 -2.79 -0.86
C -0.52 -3.12 0.14
C -1.92 -3.07 0.07
N -2.59 -2.70 -0.99
C -1.80 -2.38 -2.07
N -4.13 1.50 0.57
C -5.41 0.76 0.50
C -6.33 1.03 1.67
O -5.73 0.77 2.94
C -4.32 0.77 2.86
C -3.85 1.91 1.95
H -3.87 -0.13 -1.25
H -2.57 0.46 -2.33
H -4.12 0.12 -4.28
H -5.41 -0.33 -3.20
H -4.40 -2.36 -2.53
H -4.28 -2.29 -4.30
H -2.16 -1.34 -5.27
H 0.60 -2.40 -6.44
H 2.36 -2.07 -3.96
H 2.18 -2.92 -2.42
H 1.92 -0.92 -1.18
H 3.43 -0.85 -2.13
H 2.79 0.98 -3.28
H 1.13 0.41 -3.52
H 0.37 1.79 -2.00
H 1.37 1.08 -0.75
H 1.55 3.68 -2.02
H 3.05 2.86 -2.32
H 3.79 3.28 -0.27
H 2.41 2.45 0.46
H 1.27 4.42 0.84
H 1.96 5.23 -0.56
H 3.54 6.21 0.74
H 4.06 4.66 1.35
H 1.60 6.08 2.42
H 2.46 4.75 3.15
H 2.80 7.41 3.78
H 4.17 7.12 2.70
H 4.12 4.89 4.47
H 5.29 6.21 4.43
H 4.12 7.51 6.02
H 2.68 6.52 5.88
H 4.15 3.69 6.24
H 5.06 2.97 8.62
H 5.34 5.27 10.06
H 4.60 7.24 8.49
H -0.05 -3.44 1.06
H -2.49 -3.35 0.94
H -5.96 0.95 -0.42
H -5.18 -0.31 0.50
H -7.21 0.42 1.55
H -6.68 2.07 1.64
H -3.93 -0.19 2.52
H -3.96 0.97 3.86
H -2.79 2.05 2.10
H -4.41 2.79 2.25
C 1.84 -7.96 -8.75
C 0.40 -7.75 -8.33
O 0.11 -6.34 -8.18
C -0.19 -5.69 -9.30
O -0.25 -6.15 -10.40
C -0.52 -4.23 -8.97
F 0.36 -3.72 -8.09
F -1.74 -4.14 -8.42
F -0.51 -3.48 -10.06
H 2.52 -7.47 -8.05
H 2.07 -9.03 -8.78
H 2.02 -7.54 -9.74
H 0.22 -8.18 -7.35
H -0.30 -8.20 -9.03
C -0.19 -2.56 6.47
C 0.01 -4.05 6.36
O -1.07 -4.67 5.63
C -0.99 -4.63 4.32
O -0.12 -4.13 3.66
C -2.19 -5.36 3.70
F -3.34 -5.04 4.31
F -2.03 -6.69 3.80
F -2.30 -5.05 2.41
H -1.16 -2.34 6.92
H 0.59 -2.11 7.09
H -0.17 -2.08 5.49
H 0.01 -4.51 7.34
H 0.96 -4.29 5.88
*
```



Record 5
Formula: C6H14NS
Source: the Open Molecules 2025 dataset
Level of theory: ωB97M-V/def2-TZVPD

Summary:
- E_HOMO (alpha / beta): -0.33247 / -0.33071 hartree
- <S²>: 0.7529
- Frontier orbital gap (alpha / beta): 9.8637 / 6.7005 eV
- ΔE to the lowest compared entry with this formula, charge and spin: 15.1 kcal/mol

Geometry as ORCA input:
```
! RIJCOSX wB97M-V def2-TZVPD def2/J DEFGRID3
* xyz 0 2
C 0.22 1.69 1.56
C 0.31 0.52 2.50
C -0.02 0.54 3.81
C 0.77 -0.79 1.85
H 1.10 2.00 0.99
H -0.24 2.54 2.12
H -0.53 1.35 0.77
H 0.05 -0.34 4.38
H -0.41 1.39 4.36
H 0.97 -1.57 2.61
H 1.74 -0.61 1.31
H 0.10 -1.21 1.06
C -0.11 -0.14 -3.18
C -1.48 -0.51 -2.59
S -1.45 -0.36 -0.80
N 1.02 -0.95 -2.73
H 0.12 0.86 -2.78
H -0.12 -0.07 -4.29
H -1.69 -1.58 -2.92
H -2.15 0.23 -2.98
H 1.13 -1.80 -3.28
H 0.68 -1.22 -1.76
*
```



Record 6
Formula: C2HClN2O2
Source: the Open Molecules 2025 dataset
Level of theory: ωB97M-V/def2-TZVPD

Summary:
- E_HOMO (alpha / beta): -0.22678 / -0.43164 hartree
- <S²>: 2.0141
- Frontier orbital gap (alpha / beta): 5.5771 / 6.8189 eV
- ΔE to the lowest compared entry with this formula, charge and spin: 88.9 kcal/mol

Geometry as ORCA input:
```
! RIJCOSX wB97M-V def2-TZVPD def2/J DEFGRID3
* xyz 0 3
C -0.09 1.45 0.37
C -0.36 0.06 0.45
N 0.21 2.55 0.22
N 0.51 -0.92 -0.64
O 1.36 -0.41 -1.26
O 0.11 -2.00 -0.65
Cl -2.05 -0.36 0.29
H 0.31 -0.37 1.22
*
```



Calculated values (Eh/bohr) of largest force on an atom for the records, taken in order: 0.0056 0.0246 0.0146 0.0328 0.0413 0.2027.